Entry 1:
This record from the Open Molecules 2025 dataset describes a cluster of 13 separate species, C49H80Cl12N10 in total. The level of theory is the ωB97M-V functional and the def2-TZVPD basis.

Structure (XYZ):
```
151
C49H80Cl12N10 the ωB97M-V functional and the def2-TZVPD basis
C 1.61744 -1.96959 -1.41747
C 1.05687 -1.00401 -0.38989
N -0.34790 -0.62630 -0.68501
C -0.36971 0.26790 -1.83407
C -1.74433 0.51116 -2.44639
C -0.94383 0.07857 0.46154
C -1.01688 -0.80390 1.68047
H 1.56536 -1.56160 -2.42343
H 0.99150 -2.86481 -1.40474
H 2.63675 -2.24721 -1.15729
H 1.06257 -1.46408 0.59841
H 1.61806 -0.05780 -0.30486
H 0.06188 1.25600 -1.57905
H 0.22221 -0.08032 -2.67384
H -2.26338 -0.42114 -2.66071
H -2.37386 1.05873 -1.74160
H -1.63052 1.08101 -3.36648
H -1.92976 0.41018 0.13740
H -0.37461 1.00454 0.61563
H -1.24009 -1.83285 1.40453
H -1.80708 -0.43030 2.33846
H -0.13582 -0.73912 2.31747
C -0.45138 -4.00967 3.59040
C 0.95938 -3.71345 3.12688
N 1.87174 -3.30935 4.18985
C 1.53336 -1.97201 4.65023
C 2.19804 -1.60841 5.96587
C 3.25808 -3.45061 3.79177
C 3.73251 -4.89604 3.77879
H -1.00074 -3.14112 3.95476
H -0.49056 -4.77298 4.36985
H -1.05415 -4.43265 2.77806
H 1.28990 -4.64834 2.66136
H 1.02908 -2.95356 2.32234
H 1.77933 -1.21915 3.87772
H 0.45360 -1.91418 4.77466
H 1.72958 -0.63945 6.22489
H 1.84480 -2.19722 6.81208
H 3.26399 -1.41075 5.96805
H 3.89821 -2.82417 4.40999
H 3.37858 -3.05739 2.75828
H 3.49444 -5.44029 4.69016
H 4.81562 -4.86850 3.63391
H 3.31391 -5.44113 2.93200
C -2.32707 3.84563 0.27342
C -2.65892 5.08351 -0.54415
N -2.40760 6.33761 0.11549
C -3.19060 6.55740 1.31722
C -4.70216 6.68055 1.10857
C -2.46846 7.43631 -0.82216
C -2.20623 8.79535 -0.23289
H -2.50665 2.93693 -0.31076
H -2.97980 3.78703 1.14335
H -1.27201 3.79508 0.55134
H -2.12149 5.05999 -1.49224
H -3.72528 4.97323 -0.82945
H -3.01808 5.71628 1.98859
H -2.79499 7.43946 1.82010
H -5.04642 5.79224 0.56864
H -5.21051 6.67563 2.07332
H -5.03598 7.52447 0.50538
H -3.44613 7.42939 -1.34445
H -1.73335 7.26809 -1.61797
H -1.32747 8.84681 0.41468
H -3.03030 9.11507 0.42120
H -2.14649 9.60301 -0.96231
C 3.48863 2.18885 1.80845
Cl 3.46643 0.46197 2.21586
Cl 4.88275 2.58737 0.79669
Cl 2.00623 2.47295 0.87977
Cl 3.55838 3.17151 3.25787
C -4.25880 4.20716 -4.70708
Cl -3.92154 3.00470 -3.43301
Cl -4.55764 5.76294 -3.94458
Cl -2.88660 4.28921 -5.79007
Cl -5.70230 3.69314 -5.59319
C 2.19481 2.02086 -5.24750
Cl 3.07814 0.67598 -6.00387
Cl 0.52886 2.05693 -5.81964
Cl 2.22413 1.79590 -3.47852
Cl 2.95448 3.55607 -5.66300
N -2.05790 2.13531 4.52725
C -1.38092 3.23163 4.04194
C -0.06227 2.88761 4.00499
C 0.04220 1.50132 4.29623
C -1.21089 1.07130 4.64234
H -3.03996 2.12753 4.71872
H -1.93030 4.13132 3.83536
H 0.76558 3.52323 3.74148
H 0.95787 0.93840 4.24379
H -1.60930 0.12987 4.98420
N 1.30821 6.03731 -2.05447
C 0.61933 4.88734 -1.73886
C -0.03916 4.45347 -2.86020
C 0.13920 5.47487 -3.84356
C 0.96418 6.43074 -3.31869
H 1.79485 6.62917 -1.41110
H 0.81627 4.48053 -0.75592
H -0.59168 3.52776 -2.88624
H -0.24956 5.49169 -4.84681
H 1.28797 7.36214 -3.75041
N -3.92069 -4.13383 2.20883
C -3.83321 -3.04900 3.04775
C -3.89052 -3.51899 4.33119
C -4.01350 -4.93343 4.27999
C -4.03545 -5.26851 2.94936
H -3.82614 -4.08707 1.20551
H -3.69747 -2.07582 2.60921
H -3.88006 -2.89718 5.21329
H -4.05986 -5.62522 5.10115
H -4.11053 -6.23502 2.47909
N 0.02786 -4.07008 -4.60427
C -0.63198 -2.88837 -4.57813
C 0.11882 -1.95588 -5.23528
C 1.26370 -2.63141 -5.69191
C 1.17794 -3.93866 -5.32330
H -0.30412 -4.91255 -4.17306
H -1.59463 -2.83485 -4.11076
H -0.11249 -0.90466 -5.22622
H 2.11121 -2.30458 -6.27484
H 1.83732 -4.75289 -5.55871
N 6.81261 0.63874 -2.74252
C 5.46632 0.66840 -2.95644
C 4.89375 -0.28318 -2.15708
C 5.96022 -1.02276 -1.56938
C 7.13110 -0.38832 -1.88344
H 7.50766 1.18299 -3.21363
H 5.01326 1.39892 -3.60243
H 3.84093 -0.48760 -2.07944
H 5.80881 -1.84644 -0.89123
H 8.17693 -0.58572 -1.72880
N 2.13580 -6.74917 0.21374
C 2.24331 -5.42861 -0.14078
C 3.19364 -5.32755 -1.12091
C 3.67303 -6.64143 -1.37378
C 2.98518 -7.49884 -0.54719
H 1.52979 -7.08489 0.93647
H 1.63184 -4.66615 0.31172
H 3.58493 -4.43651 -1.58358
H 4.40668 -7.00585 -2.07259
H 3.00418 -8.57363 -0.58296
N -2.00410 -3.10970 -0.93083
C -3.31279 -2.99122 -1.27575
C -3.87375 -4.24177 -1.19437
C -2.86663 -5.12127 -0.75041
C -1.70904 -4.39479 -0.63043
H -1.31512 -2.34292 -0.96776
H -3.70828 -2.03232 -1.55600
H -4.90973 -4.47044 -1.37992
H -2.93685 -6.17896 -0.55429
H -0.71577 -4.70276 -0.34895
```

Properties
E_tot   -7984.82377 hartree
HOMO   -8.06 eV
HOMO-LUMO gap   8.293 eV

Mulliken atomic charge list, values in e, 99 entries: number 1, C, carries -1.299; number 2, C, carries 0.640; number 3, N, carries 2.466; number 4, C, carries 0.591; number 5, C, carries -1.786; number 6, C, carries -0.335; number 7, C, carries -0.979; number 8, H, carries 0.127; number 9, H, carries 0.045; number 10, H, carries 0.392; number 11, H, carries -0.193; number 12, H, carries -0.173; number 13, H, carries -0.141; number 14, H, carries -0.232; number 15, H, carries -0.058; number 16, H, carries 0.213; number 17, H, carries 0.688; number 18, H, carries 0.560; number 19, H, carries -0.309; number 20, H, carries -0.013; number 21, H, carries 0.449; number 22, H, carries -0.098; number 23, C, carries -1.610; number 24, C, carries 0.608; number 25, N, carries 0.137; number 26, C, carries 0.779; number 27, C, carries -1.576; number 28, C, carries 0.003; number 29, C, carries -1.352; number 30, H, carries 0.157; number 31, H, carries 0.451; number 32, H, carries 0.302; number 33, H, carries 0.169; number 34, H, carries -0.217; number 35, H, carries -0.597; number 36, H, carries 0.111; number 37, H, carries 0.444; number 38, H, carries 0.348; number 39, H, carries 0.362; number 40, H, carries 0.487; number 41, H, carries 0.018; number 42, H, carries 0.328; number 43, H, carries 0.432; number 44, H, carries 0.182; number 45, C, carries -0.608; number 46, C, carries -0.324; number 47, N, carries 0.249; number 48, C, carries 0.065; number 49, C, carries -1.102; number 50, C, carries 0.091; number 51, C, carries -1.585; number 52, H, carries -0.175; number 53, H, carries 0.503; number 54, H, carries 0.047; number 55, H, carries 0.029; number 56, H, carries 0.278; number 57, H, carries -0.412; number 58, H, carries 0.561; number 59, H, carries 0.242; number 60, H, carries 0.444; number 61, H, carries 0.272; number 62, H, carries 0.185; number 63, H, carries 0.136; number 64, H, carries 0.348; number 65, H, carries 0.322; number 66, H, carries 0.432; number 67, C, carries -0.005; number 68, Cl, carries -0.017; number 69, Cl, carries -0.091; number 70, Cl, carries 0.075; number 71, Cl, carries -0.080; number 72, C, carries 0.277; number 73, Cl, carries -0.052; number 74, Cl, carries -0.085; number 75, Cl, carries -0.085; number 76, Cl, carries -0.105; number 77, C, carries 0.084; number 78, Cl, carries -0.068; number 79, Cl, carries -0.060; number 80, Cl, carries 0.103; number 81, Cl, carries -0.092; number 82, N, carries 0.036; number 83, C, carries -0.789; number 84, C, carries -0.864; number 85, C, carries 0.541; number 86, C, carries -0.985; number 87, H, carries 0.220; number 88, H, carries 0.406; number 89, H, carries 0.366; number 90, H, carries 0.438; number 91, H, carries 0.629; number 92, N, carries 0.089; number 93, C, carries -0.629; number 94, C, carries 0.812; number 95, C, carries -1.187; number 96, C, carries -1.066; number 97, H, carries 0.224; number 98, H, carries 0.328; number 99, H, carries 0.708

---

Entry 2:
This record from the Open Molecules 2025 dataset describes a structure of composition C5H12NO2PS. The level of theory is the ωB97M-V functional and the def2-TZVPD basis.

Structure (XYZ):
```
22
C5H12NO2PS the ωB97M-V functional and the def2-TZVPD basis
C 1.61480 1.21273 -0.20414
C 0.25620 0.93034 -0.50202
C 0.83729 -1.38622 -0.07115
C 0.78258 -2.40091 -1.16699
C 0.35078 -1.96534 1.35160
N -0.02569 -0.34790 -0.59237
O -1.76417 1.47226 1.19176
O -2.97798 3.23280 0.02098
P -1.61158 2.28598 -0.01817
S 2.47931 -0.45564 -0.10416
H 1.97667 2.08018 -0.80627
H 1.74869 1.52666 0.85844
H -1.99870 1.95868 -1.30656
H -0.35422 -2.54854 -1.41076
H 1.21667 -3.28584 -0.90585
H 1.24043 -2.02466 -1.99132
H 0.23531 -3.00945 1.39912
H -0.55371 -1.49244 1.60918
H 1.19451 -1.75469 2.11164
H -0.94485 -0.60274 -0.60781
H -3.07217 3.33982 0.94580
H -0.63016 3.23495 0.19907
```

Properties
E_tot   -1142.41102 hartree
HOMO   -8.96 eV
HOMO-LUMO gap   9.491 eV
Relative energy (zero: lowest compared OMol25 entry of this formula, charge and spin)   396.2 kJ/mol

Partial charges, Mulliken, in e: number 1, C, carries -0.452; number 2, C, carries -0.361; number 3, C, carries 0.874; number 4, C, carries -1.626; number 5, C, carries -1.242; number 6, N, carries -0.137; number 7, O, carries -0.658; number 8, O, carries -0.543; number 9, P, carries 0.718; number 10, S, carries -0.205; number 11, H, carries 0.431; number 12, H, carries 0.280; number 13, H, carries 0.006; number 14, H, carries 0.330; number 15, H, carries 0.470; number 16, H, carries 0.475; number 17, H, carries 0.378; number 18, H, carries 0.341; number 19, H, carries 0.283; number 20, H, carries 0.337; number 21, H, carries 0.312; number 22, H, carries -0.012

---

Entry 3:
This record from the Open Molecules 2025 dataset describes the molecule C3H5ClNOP. The level of theory is the ωB97M-V functional and the def2-TZVPD basis.

Structure (XYZ):
```
12
C3H5ClNOP the ωB97M-V functional and the def2-TZVPD basis
C 0.25559 0.80809 -0.15896
C -0.19458 -0.05209 0.75924
C 0.30676 -0.15564 2.14518
N -0.16502 0.92358 -1.47563
O -0.07698 -1.64788 -2.52975
P -0.41918 -0.24060 -2.46549
Cl -1.16320 0.55237 -4.12627
H 1.09935 1.48115 0.11613
H -0.92083 -0.97647 0.63480
H 0.67360 0.93232 2.42511
H 1.13194 -0.90257 2.05347
H -0.52745 -0.72225 2.62217
```

Properties
E_tot   -1048.82266 hartree
HOMO   -8.70 eV
HOMO-LUMO gap   8.393 eV
Relative energy (zero: lowest compared OMol25 entry of this formula, charge and spin)   120.4 kJ/mol

Partial charges, Mulliken, in e: number 1, C, carries -0.013; number 2, C, carries 0.020; number 3, C, carries -0.977; number 4, N, carries -0.397; number 5, O, carries -0.512; number 6, P, carries 0.794; number 7, Cl, carries -0.132; number 8, H, carries 0.260; number 9, H, carries 0.138; number 10, H, carries 0.296; number 11, H, carries 0.238; number 12, H, carries 0.286

---

Entry 4:
This record from the Open Molecules 2025 dataset describes a structure of composition H10NaO5. The level of theory is the ωB97M-V functional and the def2-TZVPD basis.

Structure (XYZ):
```
16
H10NaO5 the ωB97M-V functional and the def2-TZVPD basis
Na -0.15026 -0.01331 0.09523
O -0.94702 -1.21290 2.21974
H -1.64218 -1.40263 2.86298
H -0.17732 -0.96671 2.75059
O 0.78531 -2.08876 -0.98856
H 0.58150 -2.75148 -0.31318
H 1.15513 -2.59409 -1.72225
O 2.21735 0.94837 1.02784
H 2.84922 1.57572 0.65369
H 2.11803 1.21729 1.95049
O -1.16729 0.10670 -2.53414
H -1.59771 -0.55389 -3.09186
H -0.28395 0.21369 -2.91034
O -1.18186 2.28285 0.31570
H -1.82138 2.13058 -0.39776
H -0.73757 3.10856 0.08183
```

Properties
E_tot   -544.35518 hartree
Net charge   +1
HOMO   -15.45 eV
HOMO-LUMO gap   12.157 eV
Relative energy (zero: lowest compared OMol25 entry of this formula, charge and spin)   44.4 kJ/mol

Partial charges, Mulliken, in e: number 1, Na, carries 0.799; number 2, O, carries -0.598; number 3, H, carries 0.301; number 4, H, carries 0.337; number 5, O, carries -0.572; number 6, H, carries 0.326; number 7, H, carries 0.288; number 8, O, carries -0.586; number 9, H, carries 0.310; number 10, H, carries 0.325; number 11, O, carries -0.595; number 12, H, carries 0.316; number 13, H, carries 0.325; number 14, O, carries -0.655; number 15, H, carries 0.345; number 16, H, carries 0.333

---

Number 4 is which compound? H10NaO5